Record 1
C38H40N9NaOP as an isolated structure. Source: the Open Molecules 2025 dataset; level of theory: the ωB97M-V functional and the def2-TZVPD basis.

Structure (XYZ):
```
90
Properties=species:S:1:pos:R:3:forces:R:3
Na 0.3016 1.5372 -0.3297 0.2 0.5 -0.7
C 4.0807 1.9176 -3.0857 0.0 0.0 0.0
C 3.9357 1.8176 -1.5978 0.0 -0.2 -0.1
C 4.7077 0.8980 -0.8922 0.0 0.1 0.0
C 4.6018 0.7888 0.4817 0.0 0.0 0.1
C 3.7203 1.5995 1.1769 0.0 0.1 0.2
C 2.9563 2.5287 0.4917 0.0 0.2 0.1
C 3.0592 2.6307 -0.8879 0.0 0.1 -0.1
H 4.0322 0.9272 -3.5389 0.0 0.0 -0.1
H 5.0478 2.3501 -3.3438 0.0 0.0 -0.1
H 3.3059 2.5468 -3.5180 0.0 0.0 -0.1
H 5.4167 0.2782 -1.4210 0.1 -0.1 -0.1
H 5.2205 0.0806 1.0139 0.0 -0.1 0.1
H 3.6346 1.5094 2.2485 0.0 0.0 0.1
H 2.3107 3.2114 1.0335 0.0 -0.1 0.0
H 2.5009 3.3984 -1.4105 -0.1 0.0 -0.1
N 1.9994 -1.3187 -1.8179 0.5 -0.3 0.4
C 1.7323 -1.3622 -3.2110 -0.2 0.2 -0.4
C 2.5290 -2.0382 -4.1236 0.0 0.0 0.1
C 2.1907 -2.0489 -5.4662 0.1 -0.1 0.0
C 1.0611 -1.3844 -5.9135 -0.1 0.0 -0.1
C 0.2586 -0.7070 -5.0114 0.1 0.0 0.0
C 0.5873 -0.7012 -3.6636 0.3 0.2 0.2
P -0.4441 0.0324 -2.3504 -0.3 -0.5 -0.9
C -1.3291 1.3139 -3.2933 0.0 0.0 0.0
C -2.7055 1.5049 -3.3383 0.1 0.0 0.0
C -3.2310 2.6311 -3.9499 -0.1 0.1 0.0
C -2.3944 3.5781 -4.5149 0.0 0.1 0.0
C -1.0195 3.4035 -4.4611 0.0 0.1 -0.1
C -0.4950 2.2820 -3.8532 0.0 -0.1 0.1
C -1.5962 -1.3674 -2.1791 0.0 0.2 0.3
C -2.5807 -1.6794 -3.1122 0.1 0.0 0.1
C -3.4130 -2.7620 -2.8937 -0.1 0.0 -0.1
C -3.2406 -3.5616 -1.7748 0.0 0.0 0.1
C -2.2302 -3.2818 -0.8689 -0.1 -0.1 0.0
C -1.4161 -2.1818 -1.0649 0.0 0.2 0.0
H 2.5008 -0.4714 -1.5628 0.0 0.0 0.0
H 2.5777 -2.1010 -1.5287 0.0 0.1 -0.1
H 3.4146 -2.5569 -3.7822 0.1 0.0 0.0
H 2.8232 -2.5770 -6.1634 0.0 -0.1 -0.1
H 0.7972 -1.4013 -6.9610 0.0 0.0 -0.1
H -0.6247 -0.1875 -5.3578 0.0 0.0 0.0
H -3.3803 0.7882 -2.8929 0.0 -0.1 0.0
H -4.3036 2.7619 -3.9873 -0.1 0.0 0.0
H -2.8068 4.4510 -4.9980 -0.1 0.1 0.0
H -0.3610 4.1444 -4.8901 0.0 0.0 -0.1
H 0.5797 2.1300 -3.8135 0.0 0.1 -0.1
H -2.6928 -1.0795 -4.0050 0.0 0.0 0.0
H -4.1983 -2.9846 -3.5999 -0.1 -0.1 -0.1
H -3.8847 -4.4118 -1.6150 -0.1 -0.1 0.0
H -2.0769 -3.9189 -0.0105 0.0 -0.1 0.1
H -0.6181 -1.9507 -0.3685 0.0 0.0 0.1
N -3.6535 4.8712 0.2140 -0.2 1.2 0.6
N -3.2714 3.6071 -0.0485 0.3 -1.2 -0.5
N -4.1048 2.6043 -0.0367 -0.6 0.0 0.1
C -3.2959 1.5718 -0.2208 -0.1 0.1 0.1
N -2.0317 1.9572 -0.3452 0.0 -0.4 0.1
N -2.0302 3.2578 -0.2340 0.3 1.1 0.1
H -4.6494 5.0137 0.0963 0.2 -0.3 -0.2
H -3.0665 5.5598 -0.2369 0.0 -0.2 -0.1
H -3.6346 0.5593 -0.2643 -0.1 -0.3 0.0
N -2.8907 -3.0049 9.8072 -0.3 -0.1 0.4
C -2.1417 -2.7645 8.9762 -0.2 -0.1 0.3
C -1.2295 -2.4846 7.9312 0.6 0.1 -0.7
C -1.3940 -1.3416 7.1505 0.0 -0.1 0.2
C -0.5386 -1.1066 6.0965 0.2 -0.1 -0.2
C 0.4860 -2.0062 5.8057 -0.6 -0.1 0.7
C 0.6708 -3.1300 6.6024 0.1 0.1 -0.2
C -0.1858 -3.3678 7.6594 -0.1 0.1 0.0
N 1.2676 -1.7836 4.6578 0.3 0.2 -0.3
C 1.5532 -2.6895 3.6681 0.1 -0.2 -0.4
C 2.0729 -1.9739 2.6328 -0.1 -0.4 0.2
N 2.1303 -0.6545 2.9684 0.1 0.3 0.1
C 1.6501 -0.5757 4.1814 0.0 0.2 0.1
H -2.1999 -0.6581 7.3688 -0.1 0.1 0.0
H -0.6796 -0.2379 5.4709 0.0 0.0 -0.1
H 1.4790 -3.8147 6.3981 0.1 -0.1 0.0
H -0.0564 -4.2397 8.2786 0.0 -0.1 0.1
H 1.3608 -3.7366 3.7640 -0.1 -0.2 0.1
H 2.4015 -2.3175 1.6739 0.1 -0.2 -0.2
H 1.5891 0.3302 4.7525 -0.1 0.1 0.2
C -1.3654 -0.2851 2.3579 0.2 0.3 -0.1
C -0.6069 1.0289 2.4852 -0.6 0.0 0.4
O 0.5170 1.0878 1.6314 0.3 -0.3 1.0
H -2.1669 -0.3451 3.0887 -0.1 0.0 0.1
H -0.6880 -1.1213 2.5094 0.1 -0.2 0.0
H -1.7923 -0.3646 1.3612 -0.1 -0.1 -0.1
H -0.2957 1.1824 3.5263 0.0 0.1 -0.1
H -1.2616 1.8625 2.2198 0.1 0.0 0.1
H 1.2078 0.5032 2.0314 0.1 0.2 -0.3
```
Forces are in eV/Å.

Energy in eV: -69213.480
LUMO energy in eV: -2.070
Gap between HOMO and LUMO in eV: 8.5
Charge: +1
HOMO energy in eV: -10.54

Record 2
C8H35NO11 as an isolated structure. Source: the Open Molecules 2025 dataset; level of theory: the ωB97M-V functional and the def2-TZVPD basis.

Structure (XYZ):
```
55
Properties=species:S:1:pos:R:3:forces:R:3
C 2.1390 3.4851 2.3340 3.4 0.0 -0.8
C 0.7730 3.0718 2.3678 -3.7 -0.2 0.4
C 0.4378 1.6349 2.6397 0.7 -1.0 0.5
O -0.8146 1.2130 2.1353 0.3 2.1 -0.4
C -1.0701 -0.1535 2.4028 1.9 2.8 4.7
N 0.2200 3.9880 3.4361 -0.4 -0.6 -0.9
H 2.9216 2.9864 1.7622 -0.6 -0.7 -0.9
H 2.5752 3.2945 3.3146 0.0 1.1 0.5
H 2.1259 4.4909 1.9141 0.5 0.3 1.0
H 0.2245 3.2297 1.4392 0.1 0.7 -0.2
H 0.5020 1.4589 3.7135 -0.3 -0.1 0.4
H 1.2526 1.0197 2.2580 0.1 -0.5 -0.6
H -2.0290 -0.4332 1.9664 3.5 3.3 5.8
H -1.0758 -0.2576 3.4878 0.4 -0.5 0.3
H -0.3804 -0.7340 1.7900 -0.1 1.9 4.4
H -0.7659 3.7943 3.5388 -0.4 0.1 -0.1
H 0.6153 3.6257 4.2920 0.2 0.2 0.4
C -0.6101 -0.5677 -2.6319 -4.4 1.0 -2.4
C -1.7373 -0.0732 -3.5001 0.7 1.3 -1.7
O -1.6051 1.3725 -3.6620 -1.4 -1.7 -0.3
O -0.9533 -0.2529 -1.2328 -3.8 0.7 -11.5
H 0.3177 -0.0277 -2.8210 -2.7 2.0 -2.1
H -0.4111 -1.6382 -2.6824 -1.1 1.0 -1.9
H -2.7256 -0.3910 -3.1679 0.1 0.0 0.2
H -1.5908 -0.4078 -4.5271 0.0 -0.5 0.1
H -2.0567 1.7194 -2.8891 0.3 0.6 0.0
H -1.6430 -0.8126 -0.8685 -2.1 0.7 -1.8
C 1.5219 -1.1433 -1.5574 5.6 3.3 1.1
C 2.8935 -0.4471 -1.5064 -0.6 -0.9 -0.2
O 3.6928 -1.0457 -0.4626 -0.5 0.5 -1.1
O 1.5269 -2.5182 -1.9218 6.5 -1.2 -2.3
H 0.8891 -0.6274 -2.2796 3.8 -1.7 1.9
H 0.9495 -1.0909 -0.6313 2.1 1.1 0.6
H 2.7942 0.6331 -1.3991 -0.3 0.1 0.5
H 3.3330 -0.5334 -2.5001 0.6 -0.5 0.2
H 3.2348 -0.7293 0.3197 0.3 -0.2 0.6
H 2.2380 -2.8670 -1.3794 0.6 -0.6 0.0
O -0.6029 -0.9720 0.3890 4.3 3.7 3.1
H -0.8812 -1.6080 -0.2701 0.4 -1.4 0.6
H -0.5303 -0.1464 -0.0899 1.9 1.0 1.8
O -0.3355 1.7941 -1.6368 1.8 3.5 0.1
H -0.5812 2.0896 -0.7601 0.1 0.2 0.4
H -0.5297 0.8569 -1.6374 0.0 2.8 0.4
O -2.2038 -3.0497 -1.5101 -4.8 -1.9 -0.8
H -2.2577 -4.0045 -1.4680 -0.7 -0.2 -0.1
H -1.2762 -2.8556 -1.3751 -1.4 -1.0 -1.2
O -0.2232 -2.3821 1.7840 1.6 -7.1 3.9
H -1.1550 -2.5949 1.8346 -0.1 -0.3 0.1
H -0.1464 -1.8229 1.0109 1.3 -1.1 0.8
O -2.5282 -1.0552 0.9489 -8.7 -3.5 -3.6
H -2.9773 -0.8218 1.7613 -3.0 -1.0 -0.9
H -1.7142 -0.5521 0.9716 -0.2 -0.3 -1.8
O -0.3013 -2.2864 -1.1464 0.6 -5.3 1.7
H 0.1255 -3.0073 -0.6833 0.3 -0.4 0.5
H 0.4091 -1.8480 -1.6148 -2.6 -1.5 0.5
```
Forces are in eV/Å.

Energy in eV: -32847.784
LUMO energy in eV: 0.159
Gap between HOMO and LUMO in eV: 8.8
HOMO energy in eV: -8.67

Record 3
A 3-piece molecular cluster, C5H13NOS overall. Source: the Open Molecules 2025 dataset; level of theory: the ωB97M-V functional and the def2-TZVPD basis.

Structure (XYZ):
```
21
Properties=species:S:1:pos:R:3:forces:R:3
C -0.1070 2.1406 0.2824 0.1 2.0 -0.2
N 1.0152 2.0384 1.1997 -0.4 -0.4 -2.2
C 0.2476 -1.2398 1.5562 0.4 2.7 -1.0
C 0.2215 -0.1622 2.3931 -1.9 -2.7 -0.6
S -1.8619 -1.0906 -1.3683 -0.8 0.0 -0.9
C 1.3085 -1.2051 0.4545 0.4 1.0 -1.7
O 0.9996 -1.5474 -0.9286 0.8 -0.7 1.7
C 0.2267 1.8104 -1.1987 1.1 -2.5 0.8
H -0.9136 1.4724 0.6130 -0.1 -0.4 -0.2
H -0.5285 3.1661 0.2698 0.0 -0.4 0.6
H 1.1110 2.9118 1.7143 -0.4 -0.1 0.7
H -0.5293 -1.9671 1.2817 0.2 -0.1 1.3
H 0.6922 0.8533 1.9816 0.5 -0.3 0.6
H -0.4502 -0.1059 3.2790 0.6 0.4 -0.7
H -1.9122 -1.4691 -2.7026 0.2 0.4 1.0
H 1.6653 -0.1748 0.3393 0.2 -0.1 0.7
H 2.1821 -1.7774 0.8001 -0.4 -0.3 -0.4
H 0.0640 -1.3710 -1.2044 0.0 -0.1 0.6
H -0.6506 1.8026 -1.8518 0.0 0.7 0.2
H 0.4594 0.7359 -1.1558 0.2 0.3 -0.3
H 1.1492 2.2623 -1.5828 -0.6 0.5 0.1
```
Forces are in eV/Å.

Energy in eV: -19760.161
LUMO energy in eV: -4.449
Gap between HOMO and LUMO in eV: 3.4
HOMO energy in eV: -7.81

Record 4
C3H5O3Zn as an isolated structure. Source: the Open Molecules 2025 dataset; level of theory: the ωB97M-V functional and the def2-TZVPD basis.

Structure (XYZ):
```
12
Properties=species:S:1:pos:R:3:forces:R:3
H 0.9774 -0.8222 -1.4333 -0.2 0.1 0.3
C 0.8408 -0.4224 -0.4221 -0.9 0.2 0.4
C 0.1304 -1.3655 0.5470 -0.2 -0.3 -0.3
O -1.1163 -0.6297 0.4840 -0.5 0.2 0.2
C -0.5829 0.4281 -0.2795 2.8 -2.1 -0.8
O -1.1602 0.8270 -1.3712 -0.3 0.4 -0.3
Zn -0.3926 2.6524 -1.2040 -0.4 0.4 -0.8
O -0.3590 1.6017 0.5223 0.2 0.6 1.3
H 1.7922 -0.0455 -0.0285 -0.4 0.4 -0.2
H 0.5317 -1.3654 1.5696 -0.1 -0.1 -0.2
H -0.0297 -2.3864 0.1742 0.1 0.2 0.3
H -0.6317 1.5279 1.4416 -0.1 -0.2 0.1
```
Forces are in eV/Å.

Energy in eV: -57750.042
LUMO energy (alpha / beta) in eV: 0.404 / -1.117
Gap between HOMO and LUMO (alpha / beta) in eV: 8.4 / 8.3
HOMO energy (alpha / beta) in eV: -7.98 / -9.45
Multiplicity: 2

Record 5
C5H15N2 as an isolated structure. Source: the Open Molecules 2025 dataset; level of theory: the ωB97M-V functional and the def2-TZVPD basis.

Structure (XYZ):
```
22
Properties=species:S:1:pos:R:3:forces:R:3
C 1.1467 -0.0194 0.7828 -0.4 -2.0 -1.2
N 1.3621 -1.3496 0.1191 0.5 0.9 0.2
C 2.2866 -1.3123 -1.0329 -0.7 -0.5 0.1
C -0.1023 0.3803 0.0989 -0.1 3.0 1.9
N -0.2393 2.1896 0.6018 0.3 -1.1 -0.6
C -2.4080 -0.4063 -0.5336 1.5 -0.2 0.6
C -1.3719 -0.2310 0.6278 -1.2 0.1 -1.8
H 1.9983 0.6045 0.5641 0.2 0.2 0.1
H 0.9912 -0.1893 1.8478 0.1 0.3 0.1
H 0.4762 -1.7692 -0.1333 0.1 -0.3 0.1
H 3.0554 -0.5719 -0.8540 0.3 -0.2 0.1
H 2.6835 -2.3223 -1.1259 0.4 0.2 -0.1
H 1.8115 -1.0727 -1.9875 -0.1 0.1 0.0
H -0.0757 0.6793 -0.9359 0.3 -0.7 -0.4
H 0.4982 2.7432 0.1745 0.1 -0.1 -0.1
H -1.1221 2.5319 0.2431 -0.2 0.2 0.4
H -0.1316 2.2874 1.6060 -0.4 0.0 0.1
H -3.1828 -1.0722 -0.1921 -0.6 0.2 -0.1
H -2.7189 0.5734 -0.8722 -0.6 0.0 -0.1
H -1.9031 -0.8946 -1.3611 0.0 -0.1 -0.3
H -1.1890 -1.2238 1.0324 0.2 0.2 0.5
H -1.8649 0.4448 1.3302 0.4 -0.4 0.5
```
Forces are in eV/Å.

Energy in eV: -8400.658
LUMO energy in eV: -3.438
Gap between HOMO and LUMO in eV: 9.4
Charge: +1
HOMO energy in eV: -12.88

Record 6
A 2-piece molecular cluster, C3H9NO2 overall. Source: the Open Molecules 2025 dataset; level of theory: the ωB97M-V functional and the def2-TZVPD basis.

Structure (XYZ):
```
15
Properties=species:S:1:pos:R:3:forces:R:3
O 1.9704 -1.3296 0.3517 -0.1 0.1 -0.1
C 1.9240 -0.1333 0.4794 0.2 0.5 0.1
C 1.9966 0.8613 -0.6549 0.3 -0.7 -0.6
H 1.8711 0.3391 1.4743 0.0 -0.2 0.2
H 2.8423 0.5884 -1.2935 0.0 0.0 0.1
H 2.1382 1.8764 -0.3239 -0.1 0.3 0.3
H 1.1168 0.7994 -1.2939 -0.1 0.0 0.1
N -0.8909 0.0294 0.8135 0.4 -0.3 -0.4
C -1.6980 0.5482 -0.2188 -0.9 1.7 -0.8
O -2.7611 -0.2986 -0.6726 0.8 -0.5 0.0
H -1.4404 -0.0596 1.6476 -0.1 -0.3 0.4
H -0.4906 -0.8694 0.5581 -0.1 0.1 0.2
H -2.1125 1.5075 0.1089 -0.3 -0.2 0.4
H -1.1439 0.9056 -1.0945 0.5 -0.8 0.0
H -3.6008 0.1415 -0.6112 -0.4 0.3 0.1
```
Forces are in eV/Å.

Energy in eV: -8841.174
LUMO energy in eV: 0.843
Gap between HOMO and LUMO in eV: 10.6
HOMO energy in eV: -9.73
SMILES: CC=O.NCO

Energy above the lowest of the compared OMol25 structures with the same formula, charge and spin / kcal per mole: 24.2; 612.9; 206.2; 0.0; 46.5; 41.1